Entry 1:
The following is a DFT calculation (ωB97M-V with the def2-TZVPD basis set) of C43H55I2LaN2P3S4 as an isolated structure.

Geometry (Å):
C1 -4.590 2.033 -1.907
H1 -1.345 -2.911 3.334
I1 1.500 2.991 -2.447
C2 4.815 -1.357 2.299
C3 -2.368 -0.055 -5.061
H2 1.200 0.600 -5.279
H3 -2.768 6.954 1.370
H4 4.626 -0.665 1.482
H5 2.668 -2.237 -0.846
S1 -1.554 -2.376 -2.687
H6 0.310 -4.430 4.637
C4 -0.153 3.808 -6.939
H7 -0.043 0.948 6.904
H8 4.899 -2.146 4.776
H9 -0.678 -3.688 1.901
H10 1.440 2.200 5.365
H11 1.811 -4.757 -0.514
S2 -1.488 -2.208 -0.619
H12 5.595 -0.919 2.927
H13 -5.391 -1.583 -5.019
C5 -0.556 -2.850 2.579
H14 3.055 3.530 -0.377
H15 0.517 -0.829 4.098
H16 -2.045 3.286 -3.353
H17 3.252 -2.676 5.066
C6 -3.437 1.157 -0.203
H18 -1.366 6.034 -0.450
P1 -1.368 1.111 -4.069
H19 2.516 1.735 -7.026
H20 1.036 -4.913 1.059
C7 2.985 2.605 -0.943
H21 3.779 -3.597 -0.889
C8 3.638 -4.520 1.553
C9 -1.416 0.391 5.354
H22 -0.279 -2.119 5.008
H23 -0.734 3.663 -0.439
C10 -0.901 3.158 -5.970
S3 1.447 -1.105 -3.220
H24 3.896 2.443 -1.515
H25 -2.869 -0.407 1.190
H26 -5.374 2.436 -2.527
C11 -3.656 -0.395 -4.647
H27 4.620 -4.121 1.803
C12 -1.829 -0.687 -6.175
H28 -2.128 -2.116 -7.736
C13 0.546 1.722 4.988
H29 4.270 -3.539 3.912
H30 5.212 -2.280 1.882
C14 -1.758 3.218 1.389
C15 -0.426 1.994 -5.367
C16 2.696 -3.469 0.955
P2 -1.306 1.438 1.368
S4 0.342 -2.869 -3.332
C17 -2.543 3.746 2.414
H31 -3.660 1.015 1.922
C18 -1.700 5.396 0.357
H32 1.663 3.806 -8.079
C19 -2.907 5.081 2.408
C20 0.798 -2.838 3.295
C21 3.250 -0.222 3.828
N1 1.419 -0.905 1.381
H33 -2.866 3.107 3.227
H34 0.882 2.371 2.978
C22 -1.341 4.057 0.366
C23 -4.394 -1.328 -5.355
C24 -0.909 1.199 3.135
C25 -2.968 0.685 1.142
H35 3.231 -5.009 2.437
C26 -4.699 1.555 -0.576
H36 -1.861 3.565 -5.688
C27 -1.718 0.470 4.000
C28 -3.265 1.905 -2.255
H37 -4.427 -2.688 -7.016
H38 2.740 -0.329 4.783
P3 2.093 -2.115 2.108
C29 -0.285 1.017 5.851
H39 -0.687 -1.933 2.009
H40 -0.823 -0.453 -6.501
H41 -2.060 -0.174 6.015
H42 4.205 -2.142 0.009
H43 -2.599 -0.033 3.626
C30 3.577 -1.583 3.185
La1 -0.260 0.226 -1.299
N2 -2.535 1.356 -1.227
C31 -2.605 2.356 -3.520
H44 -5.584 1.514 0.039
H45 -3.357 2.553 -4.291
C32 -2.567 -1.629 -6.876
C33 0.233 1.815 3.644
H46 0.988 -5.015 3.129
H47 1.453 -1.882 5.174
H48 3.793 -5.295 0.796
H49 2.042 -4.313 4.360
H50 4.183 0.315 4.011
H51 -0.534 4.713 -7.392
C34 1.069 -4.228 3.875
I2 2.365 0.763 0.319
H52 2.621 0.388 3.185
H53 -3.519 5.476 3.207
C35 4.007 -2.554 4.292
C36 1.077 3.298 -7.326
C37 0.630 -1.851 4.462
C38 0.813 1.493 -5.760
H54 0.703 -3.506 0.027
C39 -2.485 5.910 1.376
C40 1.477 -4.199 0.366
C41 1.554 2.137 -6.737
H55 -4.081 0.059 -3.759
C42 -3.853 -1.949 -6.472
C43 3.382 -2.804 -0.249

As for the LUMO energy: 2.166 eV. The value obtained for the HOMO-LUMO gap is 6.61 eV. As for the net charge: -1. The calculation puts the total energy at -136738.492 eV. The value obtained for the highest occupied orbital energy is -4.445 eV.



Entry 2:
The following is a DFT calculation (ωB97M-V with the def2-TZVPD basis set) of C43H55I2N6NdO3Si as an isolated structure.

Geometry (Å):
H1 0.360 -0.372 4.881
H2 -0.959 -3.567 3.038
C1 0.301 5.053 -3.085
H3 -4.545 1.735 -0.517
C2 -4.378 -2.507 2.051
H4 4.798 1.757 -1.017
C3 0.444 -0.750 3.846
C4 0.421 2.574 2.259
C5 0.097 3.691 -3.015
H5 -2.075 -2.161 4.294
C6 -0.935 3.177 -2.226
H6 4.836 -0.136 -0.705
H7 -1.868 -3.569 -0.962
C7 5.043 -3.509 -0.666
C8 -1.761 4.055 -1.536
H8 -4.381 -2.479 0.962
H9 2.220 0.932 4.529
C9 -3.143 -1.812 2.606
H10 0.395 -3.803 1.306
H11 -3.215 -0.723 2.635
C10 -3.552 -3.734 3.974
C11 -2.107 -2.956 -3.785
N1 0.628 2.288 0.980
H12 -5.182 -4.434 2.692
C12 2.283 -2.175 0.327
C13 -1.544 5.421 -1.607
H13 1.454 -1.178 3.726
Nd1 -0.029 0.047 -0.027
H14 3.690 2.961 -1.635
H15 -5.297 -2.043 2.421
C14 -4.095 0.934 0.060
N2 -3.075 -2.325 4.007
O1 -0.514 -1.795 3.822
H16 3.746 -5.163 -0.564
H17 1.095 3.087 -0.880
H18 2.303 2.780 5.931
H19 0.721 3.014 -3.582
N3 1.216 -1.854 1.048
H20 -2.200 6.088 -1.066
C15 2.535 3.740 0.567
H21 -2.089 -3.015 1.127
H22 0.875 -4.647 -3.337
O2 -1.652 -1.027 0.972
H23 -4.255 -3.896 4.789
N4 0.218 0.275 2.877
H24 -0.339 6.990 -2.426
H25 -2.312 -4.017 -3.893
H26 0.099 -1.459 -5.050
C16 3.813 -4.091 -0.416
H27 6.320 -1.844 -0.807
N5 -0.300 -0.913 -2.488
C17 1.515 1.728 4.309
H28 -2.952 -2.503 -3.262
C18 -0.016 4.354 4.025
C19 -1.643 1.875 -4.500
H29 -2.577 3.668 -0.945
C20 1.587 2.833 5.117
H30 0.473 4.301 0.245
C21 -0.429 -0.536 -4.890
C22 0.645 -2.895 1.879
C23 0.776 3.965 5.089
C24 -0.055 3.805 2.756
H31 -4.837 0.454 0.690
H32 0.724 -3.653 -4.769
C25 2.993 -1.059 -0.347
H33 2.533 4.106 1.598
C26 -0.804 -3.453 -1.140
H34 1.102 5.439 -3.697
C27 -0.923 0.155 -5.968
C28 2.667 -3.515 0.085
C29 -4.226 -3.925 2.604
C30 -0.660 -2.582 2.636
C31 2.831 0.994 -1.557
H35 -0.346 -4.434 -1.081
H36 -0.392 -2.816 -0.370
H37 1.872 -4.236 0.248
H38 3.384 0.491 -2.365
H39 -0.565 4.411 2.014
C32 3.759 2.092 -0.973
H40 2.999 1.689 1.015
C33 -0.578 -0.108 -3.553
H41 -0.589 5.264 4.157
H42 -3.686 -1.759 4.598
N6 2.266 -0.003 -0.658
C34 -0.509 5.925 -2.372
I1 -3.342 -0.516 -1.313
C35 -1.116 1.191 -3.415
C36 1.094 3.395 0.165
H43 1.383 -3.211 2.638
C37 -1.584 1.358 -5.781
H44 4.396 2.764 0.972
C38 -1.858 -2.111 1.737
H45 0.812 4.617 5.952
H46 2.902 4.547 -0.074
O3 -1.144 1.813 -2.131
H47 -2.107 2.839 -4.340
H48 -0.808 -0.259 -6.959
I2 -2.583 1.817 1.358
H49 -2.073 -2.529 -4.780
H50 -2.025 1.891 -6.610
H51 1.877 -3.223 -3.515
H52 -3.590 -4.514 1.944
Si1 -0.486 -2.600 -2.804
H53 -2.713 -4.415 4.097
C39 3.456 2.522 0.468
H54 1.976 1.494 -2.024
C40 5.291 -2.146 -0.649
C41 0.657 1.457 3.198
H55 5.864 -4.166 -0.923
C42 0.882 -3.621 -3.693
C43 4.391 -1.109 -0.569

As for the LUMO energy (alpha / beta): -0.448 / -0.448 eV. The value obtained for the HOMO-LUMO gap (alpha / beta) is 5.97 / 5.98 eV. The calculation puts the total energy at -99922.661 eV. The value obtained for the highest occupied orbital energy (alpha / beta) is -6.418 / -6.424 eV. Its multiplicity is 4.



Q: The lowest total energy belongs to which entry?
A: C43H55I2LaN2P3S4



Q: total energy of number 2 (C43H55I2N6NdO3Si)?
A: -99922.661 eV



Q: Number 1 is which compound?
A: C43H55I2LaN2P3S4



Q: Among the records above, which one has the highest total energy?
A: C43H55I2N6NdO3Si